Below is C23H53NReS2Si5Te as an isolated structure at a distorted geometry, with properties calculated with ωB97M-V/def2-TZVPD.

Geometry as XYZ:
```
86
Properties=species:S:1:pos:R:3
Re -1.0412 0.7956 -0.2733
C -5.2058 -2.4991 4.1491
Si -3.6065 -2.8123 3.2441
C -2.5343 -3.9464 4.2453
C -4.0143 -3.5883 1.6172
C -2.7341 -1.1370 3.1401
C -2.8497 -0.2917 4.2373
C -2.3246 0.9999 4.2300
C -1.6800 1.4281 3.0950
N -1.5059 0.6297 2.0352
C -2.0162 -0.6161 2.0497
S -1.7083 -1.4298 0.5419
H -5.8087 -3.4120 4.1747
H -5.7867 -1.7247 3.6395
H -5.0521 -2.1802 5.1837
H -3.0646 -4.8777 4.4699
H -2.2454 -3.4839 5.1933
H -1.6212 -4.2000 3.6992
H -4.7428 -4.3827 1.8089
H -3.1394 -4.0257 1.1333
H -4.4585 -2.8733 0.9202
H -3.3792 -0.6307 5.1217
H -2.4288 1.6588 5.0804
H -1.2769 2.4309 3.0109
S -1.9461 2.7087 -0.5219
C -3.2533 1.6448 -3.8228
Si -2.7753 0.0496 -2.9834
C -4.1227 -0.3458 -1.7438
C -2.8033 -1.3284 -4.2482
C -1.0476 0.0734 -2.2463
Si 0.3462 0.5801 -3.3964
C -0.2126 1.2127 -5.0578
C 1.4833 1.9195 -2.7601
C 1.3446 -0.9689 -3.7090
H -4.3468 1.7056 -3.8454
H -2.8918 1.6995 -4.8495
H -2.8853 2.5179 -3.2762
H -4.8708 -1.0075 -2.1925
H -4.6218 0.5721 -1.4192
H -3.7308 -0.8371 -0.8523
H -3.7309 -1.2947 -4.8312
H -2.7521 -2.3042 -3.7539
H -1.9655 -1.2632 -4.9502
H -0.8496 -1.0049 -2.0798
H -0.7523 2.1565 -4.9583
H -0.8559 0.5040 -5.5864
H 0.6707 1.3948 -5.6806
H 1.1283 2.9042 -3.0848
H 2.4972 1.7782 -3.1544
H 1.5296 1.9320 -1.6756
H 0.7110 -1.7405 -4.1597
H 1.7431 -1.3847 -2.7783
H 2.1849 -0.7831 -4.3867
C 4.1289 3.1434 -0.0866
Si 2.6776 3.4375 1.0343
C 3.2351 4.5073 2.4534
C 1.3184 4.2888 0.1256
C 2.1556 1.8391 1.8773
Te 1.2547 0.1226 0.9779
C 2.8775 -0.3106 -0.3622
Si 3.9682 -1.7091 0.2576
C 2.9621 -3.2646 0.2161
C 5.4432 -1.8533 -0.8622
C 4.5580 -1.3453 1.9813
H 4.5763 4.1071 -0.3529
H 3.8375 2.6524 -1.0195
H 4.9009 2.5407 0.4027
H 3.5354 5.4977 2.0946
H 4.0882 4.0684 2.9796
H 2.4260 4.6480 3.1766
H 1.7458 5.0847 -0.4926
H 0.6045 4.7433 0.8195
H 0.7547 3.6164 -0.5256
H 1.4679 2.0856 2.6941
H 3.0490 1.4112 2.3490
H 3.4274 0.6157 -0.5236
H 2.4119 -0.5914 -1.3059
H 2.7204 -3.5342 -0.8171
H 2.0211 -3.1463 0.7617
H 3.5052 -4.1021 0.6642
H 5.1398 -1.9948 -1.9040
H 6.0701 -2.7038 -0.5762
H 6.0583 -0.9498 -0.8088
H 3.7323 -1.2349 2.6903
H 5.1571 -0.4286 2.0031
H 5.1919 -2.1634 2.3363
```

Values from the calculation:
**Charge**: 0
**DFT total energy**: -3553.22075 a.u.
**E_LUMO (alpha / beta)**: -0.456 / -0.356 eV
**<S²>**: 0.80
**HOMO (alpha / beta)**: -7.0 / -7.0 eV
**Spin multiplicity**: 2
**HOMO-LUMO gap (alpha / beta)**: 6.54 / 6.60 eV